Here is a molecular structure, C28H76CrF12N8O19S4 at a distorted geometry from the Open Molecules 2025 dataset. Energies are from wB97M-V/def2-TZVPD.

Computed properties:
- Spin multiplicity: 5
- Relative energy (zero: lowest compared OMol25 entry of this formula, charge and spin): 19.4 kcal per mole
- HOMO-LUMO gap (alpha / beta): 8.025 / 7.980 eV
- ⟨S²⟩: 6.01
- E_LUMO (alpha / beta): -0.63 / -0.68 eV

Structure (XYZ):
```
148
Properties=species:S:1:pos:R:3:forces:R:3
Cr -2.5472 -1.6705 -0.3016 -0.562 -0.263 -1.242
C 1.7151 -2.6311 0.1511 0.023 2.637 -0.769
F 2.9650 -2.4935 0.6596 -1.358 -0.788 -0.567
F 1.7198 -2.1565 -1.1338 0.160 -1.256 1.416
F 1.2567 -3.8566 0.1779 0.519 -0.263 -0.066
S 0.5455 -1.5220 1.2250 -2.038 -1.931 2.049
O -0.1623 -2.4576 2.1103 0.977 1.203 -1.642
O 1.3867 -0.5430 1.8714 -0.870 -0.635 -1.128
N -0.7617 -0.9133 0.1223 5.784 0.685 1.926
S -0.0246 0.4660 -0.3609 0.948 1.808 -3.301
O 1.4271 0.3791 -0.7082 -3.168 0.108 1.389
O -0.8458 0.9928 -1.4495 0.301 -0.114 1.500
C -0.1894 1.7176 1.1651 -0.589 -1.019 -1.716
F -0.6669 1.1839 2.2471 -0.973 -0.857 0.887
F 0.9831 2.1484 1.4045 2.904 0.855 0.392
F -0.9223 2.7379 0.8032 -0.818 0.558 -0.626
C -2.8435 -2.0762 4.0289 -0.878 0.589 -0.015
F -3.4488 -2.0128 5.2303 0.268 0.061 -1.205
F -1.9741 -1.0763 3.9208 -0.424 -0.858 -0.021
F -2.2604 -3.2632 3.9300 -0.002 0.407 -0.234
S -4.2524 -1.9517 2.5739 -1.838 -2.914 1.562
O -4.4653 -3.2831 2.0131 1.081 1.294 0.320
O -5.4618 -1.4311 3.2583 2.665 -0.526 -1.810
N -3.4822 -1.0052 1.3146 -2.544 -1.444 4.341
S -3.9965 0.4079 1.7970 0.024 6.973 -0.046
O -4.0330 0.7523 3.2442 -0.023 -1.581 -2.979
O -3.2898 1.4412 1.0193 -0.745 -1.771 0.355
C -5.8465 0.5545 0.9944 2.155 0.668 1.122
F -6.7458 0.5347 1.9418 -0.499 0.183 -0.140
F -5.8583 1.7505 0.3631 -0.465 -1.044 0.469
F -6.0477 -0.4295 0.1300 -0.148 0.078 -0.177
O -2.0878 -3.5088 0.3872 -0.311 0.064 -1.068
H -2.3399 -4.3053 -0.0800 -0.301 -0.205 -0.166
H -1.6467 -3.8230 1.1764 0.836 -0.131 1.181
O -3.3628 -0.1895 -1.4465 -0.003 -1.845 0.143
H -4.0086 -0.3241 -2.1401 -0.225 -0.061 -0.110
H -3.1202 0.7335 -1.5202 0.219 1.422 0.083
O -0.2800 -1.4133 -3.8975 -1.268 -1.070 -0.190
H 0.6059 -1.1096 -3.6998 0.925 0.481 0.395
H -0.6373 -0.7460 -4.4834 -0.040 0.286 0.113
O 0.8947 0.2639 4.9738 0.007 -0.237 0.219
H 1.6317 0.8578 5.1167 0.187 0.116 0.016
H 0.2839 0.7650 4.4334 -0.230 0.127 -0.186
O -0.6289 -5.1814 2.0285 -0.322 0.009 -0.319
H -0.3743 -5.9253 1.4826 0.200 -0.246 -0.115
H -0.6638 -5.5364 2.9168 0.012 0.075 0.349
C 5.2848 -5.2964 2.7868 2.382 0.269 1.328
C 4.4113 -6.3261 2.2730 -2.330 -1.531 1.027
C 4.2782 -7.5205 3.2902 -0.640 0.299 -0.410
O 3.2469 -8.4723 2.9451 0.683 -0.012 -0.181
C 3.2268 -9.5533 3.8711 -0.636 0.518 0.524
N 3.0635 -5.7348 2.0016 1.324 -1.293 -0.552
H 5.0072 -4.7689 3.6994 -0.705 0.180 -0.320
H 5.6247 -4.6300 1.9940 -0.002 0.179 0.223
H 6.1223 -5.8979 3.1403 0.900 0.447 -0.131
H 4.8877 -6.7154 1.3733 -0.171 -0.226 -0.303
H 4.0312 -7.1686 4.2919 0.042 0.466 0.128
H 5.2522 -8.0052 3.3577 0.160 -0.282 -0.105
H 2.3668 -10.2101 3.7404 0.198 -0.096 -1.034
H 2.9741 -9.2004 4.8709 0.550 0.486 0.393
H 4.1619 -10.1119 3.9128 0.046 -0.044 -0.176
H 3.3292 -4.9799 1.3855 -0.413 0.657 -0.155
H 2.7883 -6.4593 1.3539 -1.407 -0.043 -0.260
C -4.7818 4.3294 3.0264 1.317 -1.213 -0.652
C -3.6596 4.1435 4.0634 0.687 0.969 0.277
C -2.2362 4.3432 3.4596 0.272 -0.728 -1.086
O -1.0840 3.9646 4.2451 -0.714 -0.346 0.974
C 0.2269 4.3603 3.8972 0.025 0.258 -0.595
N -3.9425 5.1663 5.0486 0.160 0.724 0.379
H -4.6095 3.7146 2.1429 0.108 -0.266 -0.101
H -4.7717 5.3539 2.6545 -0.505 0.083 0.495
H -5.6995 3.9319 3.4600 -0.253 0.686 -0.016
H -3.7626 3.2012 4.6014 0.444 -0.648 -0.781
H -2.0299 5.3450 3.0829 -0.573 0.415 0.149
H -2.3108 3.6987 2.5837 0.499 -0.166 -0.277
H 0.9341 4.0621 4.6711 -0.413 -0.256 0.267
H 0.3976 5.4291 3.7679 -0.586 0.470 0.167
H 0.6114 3.9432 2.9665 -0.328 -0.394 -0.197
H -4.7952 4.8554 5.4917 -0.024 0.383 0.589
H -3.1856 5.1827 5.7172 -0.125 0.002 0.435
C 3.0463 -7.9627 -1.4994 -0.089 -0.446 -0.659
C 3.1216 -6.7635 -2.4615 -1.801 0.053 0.136
C 1.7369 -6.0924 -2.9299 1.899 -2.410 -2.208
O 1.0393 -7.0000 -3.8052 -1.265 -0.016 0.131
C 1.3639 -6.9457 -5.1984 1.607 1.331 1.048
N 3.7154 -5.7363 -1.6956 1.540 0.634 1.406
H 2.6101 -8.8792 -1.8968 -0.638 0.347 -0.206
H 2.5290 -7.6474 -0.5933 -0.213 -0.244 0.093
H 4.0298 -8.3366 -1.2147 0.318 0.603 0.081
H 3.7753 -7.0134 -3.2972 -0.386 -0.003 -0.395
H 2.0905 -5.2597 -3.5379 -0.156 0.435 -0.033
H 1.1154 -5.6806 -2.1347 -0.091 -0.578 0.160
H 0.6432 -7.3707 -5.8971 -0.142 -0.167 0.661
H 2.3733 -7.3319 -5.3402 -0.051 -0.891 -0.226
H 1.5698 -5.9051 -5.4491 -0.653 0.433 -0.338
H 3.6124 -4.7994 -2.0585 -0.151 0.030 0.050
H 3.2787 -5.8486 -0.7919 0.257 0.944 0.335
C -2.4913 3.7025 -2.9697 -0.209 0.922 2.455
C -3.5371 3.5947 -1.8017 0.454 0.439 -0.782
C -4.5101 4.8058 -1.7816 1.049 -1.141 0.713
O -5.4463 4.5360 -0.7342 -0.034 -0.783 -1.185
C -6.0839 5.6760 -0.2141 0.326 0.351 -1.001
N -4.2215 2.3182 -1.9566 -0.684 0.655 -0.794
H -2.0601 4.6719 -2.7198 0.569 0.152 -0.598
H -2.8477 3.7299 -3.9994 -0.308 -0.253 0.218
H -1.7349 2.9481 -2.7532 0.020 -0.066 -0.537
H -3.0142 3.5706 -0.8456 0.180 0.133 -0.013
H -4.9152 4.9570 -2.7822 -0.811 -0.145 -0.082
H -3.8922 5.6878 -1.6133 -0.092 0.312 0.507
H -7.0838 5.4964 0.1810 0.445 -0.670 0.705
H -6.3396 6.3202 -1.0554 0.429 0.685 0.011
H -5.3250 6.0745 0.4592 -0.764 0.835 0.356
H -4.5814 2.5095 -2.8807 -0.294 -0.926 -0.843
H -5.0835 2.3789 -1.4338 -0.027 -0.245 0.698
C 3.7572 1.1554 -4.5512 1.036 0.716 -0.155
C 2.3813 0.8724 -4.1054 -1.795 0.038 -1.446
C 1.2515 1.1394 -5.2138 1.027 1.008 1.272
O 0.0174 1.3882 -4.5369 0.164 0.781 -1.621
C -0.9418 1.8957 -5.4869 -1.286 -1.975 1.074
N 2.3317 -0.4967 -3.7015 -0.538 -1.288 1.714
H 3.9288 2.2213 -4.7016 0.042 -0.045 -0.899
H 3.9435 0.4519 -5.3626 0.460 0.646 -0.571
H 4.4939 0.9149 -3.7846 -0.179 -0.276 0.294
H 2.1317 1.4438 -3.2114 -0.319 0.176 -0.156
H 1.1815 0.3833 -5.9958 -0.130 -0.880 0.366
H 1.4588 2.0157 -5.8280 0.523 0.501 0.275
H -1.1641 1.1075 -6.2063 0.449 -0.061 -0.652
H -0.8294 2.8403 -6.0191 0.784 0.165 0.449
H -1.8772 1.8738 -4.9277 0.018 0.654 0.114
H 2.6489 -1.2400 -4.3073 0.207 0.474 -0.759
H 2.9341 -0.5315 -2.8916 -0.207 -0.500 0.424
C 2.0351 5.6033 0.5459 -0.550 -0.267 -1.108
C 3.3122 5.8898 -0.2406 -0.879 1.268 0.575
C 3.5593 7.4071 -0.4409 -1.187 -0.757 -0.042
O 2.7603 7.9092 -1.5064 1.476 0.676 -0.388
C 2.6483 9.3442 -1.5114 -0.938 -0.483 0.424
N 4.3868 5.3545 0.5148 1.685 -0.827 0.534
H 2.0414 4.5359 0.7669 -0.123 0.090 0.401
H 1.1501 5.7821 -0.0647 -0.026 0.045 -0.171
H 1.8860 6.2295 1.4255 0.460 -0.137 0.219
H 3.3028 5.3680 -1.1976 -0.206 0.171 -0.174
H 4.6434 7.4940 -0.5131 0.139 0.660 -0.765
H 3.2582 7.9141 0.4758 0.049 0.135 0.357
H 3.5060 9.9867 -1.3120 0.713 -0.710 0.140
H 1.9260 9.5367 -0.7181 -0.230 0.606 -0.064
H 2.2737 9.6905 -2.4746 -0.241 -0.401 0.029
H 4.4168 5.6148 1.4902 -0.440 0.128 0.131
H 5.2664 5.6750 0.1357 0.278 -0.214 -0.097
```
Forces are in eV/Å.